Record 1
169
Properties=species:S:1:pos:R:3 method="wB97M-V/def2-TZVPD" de_lowest_kcal_mol=0.00 total_charge=0 max_force_ev_per_a=2.22 e_tot_ev=-236864.9769 lumo_ha=-0.0140
C 10.4148 0.4280 4.4588
C 9.3058 -0.6293 4.1579
C 8.7708 -0.5518 2.7003
C 7.3977 0.1434 2.6636
C 6.4905 -0.3119 1.5056
C 5.0079 0.0376 1.8263
C 4.3766 1.0972 0.9125
C 4.0106 0.4290 -0.4720
O 2.8357 1.0191 -1.0446
N 3.1533 1.5637 -2.3077
O 2.9854 2.7180 -2.3233
C 5.2925 2.2898 0.5817
S 5.2872 3.5938 1.8585
C 7.0062 4.2160 2.0268
C 7.5936 3.7854 3.4131
O 3.1697 1.6684 1.4144
C 2.3305 0.7446 2.0732
C 0.8910 1.3414 2.2163
N 0.8126 2.7614 1.9999
C 0.9265 3.5885 3.1963
C 2.3157 3.5860 3.8378
C 2.2928 4.3068 5.2184
C 2.6996 5.8059 5.1370
N 0.2836 0.8540 3.4783
C -1.1121 0.6494 3.4008
C -2.0105 1.7178 3.1448
C -3.3309 1.3061 3.0834
C -3.7674 0.0107 3.2462
N -2.9197 -0.9739 3.5157
C -1.6504 -0.6150 3.5797
H 11.2992 -0.0485 4.8902
H 10.0737 1.1321 5.2253
H 10.6531 1.0014 3.5609
H 8.5092 -0.4237 4.8813
H 9.6582 -1.6346 4.4054
H 9.5276 -0.0628 2.0799
H 8.6736 -1.5871 2.3529
H 6.8792 -0.1533 3.5829
H 7.5069 1.2309 2.7137
H 6.8345 0.0501 0.5327
H 6.5786 -1.4043 1.4877
H 4.4478 -0.9011 1.8151
H 4.9668 0.4452 2.8424
H 4.8370 0.5858 -1.1775
H 3.8873 -0.6512 -0.3392
H 4.8903 2.7442 -0.3310
H 6.3218 2.0079 0.3508
H 6.9178 5.3026 2.0065
H 7.6268 3.8441 1.2104
H 8.4088 3.0784 3.2367
H 6.8175 3.2395 3.9536
H 7.9145 4.6431 4.0055
H 2.2888 -0.2091 1.5328
H 2.6870 0.5844 3.1049
H 0.3197 0.8813 1.3911
H -0.0061 2.9941 1.4623
H 0.1376 3.4042 3.9456
H 0.7558 4.6231 2.8651
H 2.9502 4.1958 3.1967
H 2.7145 2.5867 4.0163
H 3.0700 3.8095 5.8129
H 1.3502 4.1123 5.7572
H 3.1435 6.0778 4.1763
H 1.8020 6.4110 5.2844
H 3.3668 6.0725 5.9615
H 0.7274 -0.0186 3.7488
H -1.6900 2.7380 3.0218
H -4.0820 2.0515 2.8822
H -4.8257 -0.2129 3.1506
H -0.9332 -1.4150 3.8046
O 1.1836 5.0470 8.3006
S 0.0186 5.7040 7.8348
O 0.0359 6.6218 6.7578
O -0.7065 6.3976 9.0905
C -2.0427 5.9002 9.2195
C -1.9898 4.4970 8.6515
O -1.1038 4.5963 7.5320
H -2.7052 6.5418 8.6344
H -2.3520 5.9154 10.2615
H -2.9647 4.1369 8.3339
H -1.5579 3.7935 9.3671
O -0.5673 -5.8620 -0.4584
S -1.7990 -5.8720 0.2515
O -2.3861 -7.0816 0.7024
O -2.8721 -5.0532 -0.6056
C -3.4013 -3.9679 0.1763
C -2.2841 -3.6040 1.1268
O -1.6931 -4.8648 1.4879
H -4.2806 -4.3283 0.7123
H -3.6868 -3.1396 -0.4665
H -2.6448 -3.0786 2.0093
H -1.5204 -3.0007 0.6304
O -4.2034 3.4951 1.4018
S -3.0637 3.8384 0.6378
O -1.8158 4.1709 1.2234
O -3.4916 5.0151 -0.3617
C -3.2498 4.6179 -1.7203
C -3.3971 3.1137 -1.7110
O -2.8155 2.7064 -0.4617
H -2.2343 4.9189 -1.9877
H -3.9578 5.0974 -2.3898
H -2.8852 2.6382 -2.5437
H -4.4435 2.8166 -1.7103
O -6.4970 -2.0802 0.6318
S -6.5943 -0.6806 0.4182
O -5.5400 0.0720 -0.1509
O -7.0387 0.0066 1.8000
C -8.2567 0.7371 1.6176
C -8.9777 0.0095 0.5030
O -7.9390 -0.3765 -0.4049
H -8.0030 1.7593 1.3289
H -8.8293 0.7540 2.5414
H -9.7095 0.6355 -0.0002
H -9.4649 -0.8973 0.8689
O 7.5245 -1.5236 -5.3169
S 7.3926 -0.1334 -5.5531
O 8.4597 0.6512 -6.0544
O 6.8218 0.5507 -4.2156
C 5.5946 1.2336 -4.5002
C 4.9855 0.4739 -5.6569
O 6.1032 0.1173 -6.4791
H 5.8333 2.2618 -4.7827
H 4.9517 1.2398 -3.6264
H 4.2720 1.0698 -6.2194
H 4.5031 -0.4463 -5.3188
O 3.7857 -9.7963 -2.7592
S 3.7212 -8.3960 -2.9751
O 4.7840 -7.6795 -3.5789
O 3.3363 -7.6940 -1.5834
C 2.1328 -6.9285 -1.7409
C 1.3631 -7.6317 -2.8302
O 2.3665 -8.0545 -3.7655
H 2.4104 -5.9149 -2.0387
H 1.5796 -6.8926 -0.8084
H 0.6364 -6.9824 -3.3109
H 0.8569 -8.5193 -2.4457
O -5.6107 3.5663 -3.7895
S -5.5351 2.2247 -4.2524
O -5.4022 1.1285 -3.3666
O -4.3728 2.1470 -5.3542
C -4.9047 1.6617 -6.5968
C -6.3505 2.1035 -6.5913
O -6.7732 1.9442 -5.2275
H -4.8199 0.5734 -6.6035
H -4.3479 2.0716 -7.4349
H -6.9721 1.5097 -7.2560
H -6.4443 3.1594 -6.8537
O -7.4410 0.5399 -9.9393
S -8.8600 0.5299 -9.8997
O -9.6487 1.3905 -10.6975
O -9.3102 0.6863 -8.3630
C -10.1212 -0.4308 -7.9744
C -9.6396 -1.5753 -8.8409
O -9.3702 -0.9740 -10.1139
H -11.1644 -0.1846 -8.1818
H -10.0018 -0.6340 -6.9132
H -10.3798 -2.3640 -8.9420
H -8.7074 -1.9986 -8.4602
O -2.6697 -7.4619 -4.4913
S -2.3132 -8.8301 -4.5974
O -1.4888 -9.3212 -5.6374
O -3.6577 -9.7060 -4.5372
C -3.5929 -10.6307 -3.4440
C -2.7081 -9.9551 -2.4174
O -1.6937 -9.3056 -3.1936
H -3.1460 -11.5586 -3.8069
H -4.5900 -10.8344 -3.0623
H -2.2620 -10.6591 -1.7204
H -3.2537 -9.1898 -1.8606

Record 2
142
Properties=species:S:1:pos:R:3 method="wB97M-V/def2-TZVPD" total_charge=+1 max_force_ev_per_a=2.85 spin_multiplicity=2 e_tot_ev=-143482.3010 lumo_ha="-0.1726 / -0.3139"
C 21.8224 -7.1646 14.7487
C 20.4292 -7.8294 14.6685
O 20.2017 -8.9254 15.1499
C 19.2760 -7.1102 13.9542
H 21.8431 -6.3628 14.0106
H 22.5120 -7.9507 14.4413
H 21.9275 -6.6964 15.7274
H 19.3941 -7.0510 12.8722
H 19.2589 -6.1087 14.3841
H 18.2499 -7.3896 14.1930
C 20.7616 -0.4187 16.2020
C 20.8013 -1.8601 16.7050
O 20.3638 -2.1429 17.8328
C 21.1520 -2.9349 15.6930
H 20.5699 0.2391 17.0498
H 19.9385 -0.3475 15.4910
H 21.7159 -0.2626 15.6990
H 20.3066 -3.0980 15.0245
H 21.3864 -3.8344 16.2623
H 22.0610 -2.7206 15.1310
C 25.4377 -7.2963 11.9118
C 24.0369 -6.7028 11.9554
O 23.8404 -5.6605 12.4966
C 22.8913 -7.4279 11.2385
H 25.5608 -7.8899 11.0059
H 25.5188 -7.9895 12.7491
H 26.2203 -6.5442 12.0116
H 22.1134 -6.6674 11.3072
H 22.4951 -8.3487 11.6666
H 23.2162 -7.5714 10.2080
C 23.1199 -10.5627 19.9964
C 23.6007 -10.1380 18.6752
O 24.7674 -9.8628 18.4728
C 22.5275 -9.9068 17.6215
H 22.1483 -10.1447 20.2596
H 23.8389 -10.4040 20.8001
H 22.9047 -11.6311 19.9779
H 21.6912 -9.3529 18.0479
H 22.2389 -10.9025 17.2847
H 22.8094 -9.2727 16.7809
C 18.1853 -10.2278 12.8774
C 19.1431 -9.9997 11.8208
N 19.9109 -9.8453 10.9783
H 17.4415 -10.9424 12.5248
H 17.6845 -9.2719 13.0306
H 18.7705 -10.5736 13.7295
C 18.1794 -11.0124 16.7639
C 17.4323 -11.9120 15.8148
N 16.8330 -12.5899 15.0810
H 19.1605 -11.4005 17.0377
H 17.5248 -10.8125 17.6121
H 18.3115 -10.0570 16.2561
C 15.6204 -2.1433 14.0646
C 15.9411 -1.3335 15.3190
C 17.1940 -1.9700 16.0162
S 16.9558 -3.7535 15.8982
O 16.0855 -4.2369 16.9301
O 18.2213 -4.4672 15.7454
C 15.8625 -3.6305 14.2837
H 16.2899 -1.7531 13.2980
H 14.5998 -2.0009 13.7093
H 15.1400 -1.5168 16.0351
H 16.0116 -0.2777 15.0575
H 17.4874 -1.7132 17.0341
H 18.0699 -1.7852 15.3944
H 14.9543 -4.2050 14.4661
H 16.4837 -3.9792 13.4587
C 19.6720 -4.6116 10.4156
C 19.5741 -3.3499 9.5821
C 18.8793 -2.2935 10.4620
S 19.8085 -2.4406 12.1115
O 18.7214 -2.4478 13.1399
O 20.9171 -1.4947 12.2138
C 20.3737 -4.1540 11.7069
H 20.2356 -5.4084 9.9302
H 18.6970 -4.9432 10.7727
H 19.0454 -3.5678 8.6541
H 20.5582 -2.9558 9.3288
H 17.8819 -2.6479 10.7224
H 18.7214 -1.2580 10.1604
H 20.4060 -4.8073 12.5789
H 21.4382 -4.0067 11.5241
C 22.2453 -5.4996 20.2782
C 22.1054 -5.4342 18.7584
C 20.5934 -5.7058 18.3666
S 19.9715 -6.8997 19.6964
O 19.9989 -8.2749 19.1166
O 18.7593 -6.3409 20.2886
C 21.5419 -6.6748 20.7732
H 21.7075 -4.7109 20.8043
H 23.2735 -5.3813 20.6202
H 22.5253 -6.3895 18.4434
H 22.5359 -4.5361 18.3154
H 20.4826 -6.1770 17.3900
H 20.1205 -4.7246 18.3244
H 22.1351 -7.5854 20.6896
H 21.1623 -6.6058 21.7927
C 26.5896 -5.1777 17.6956
C 25.8313 -4.3322 16.7110
C 25.6408 -5.1198 15.4501
S 26.0863 -6.9242 15.8447
O 27.4459 -7.2135 15.4853
O 25.0024 -7.8135 15.4374
C 26.0368 -6.6286 17.5756
H 26.5322 -4.7161 18.6814
H 27.6231 -5.1452 17.3508
H 26.2174 -3.3135 16.7467
H 24.8414 -4.2516 17.1602
H 26.2676 -4.8877 14.5891
H 24.6159 -5.2267 15.0947
H 26.5211 -7.3990 18.1757
H 25.0101 -6.7502 17.9210
C 13.3129 -9.0982 14.2592
C 13.6956 -7.6542 14.4169
C 13.9979 -7.3297 15.8587
S 15.0915 -8.7687 16.3149
O 14.7269 -9.2870 17.6448
O 16.4850 -8.4372 16.0234
C 14.4096 -9.9395 15.0309
H 13.2015 -9.4272 13.2261
H 12.3620 -9.3710 14.7170
H 12.8844 -7.0330 14.0371
H 14.6232 -7.5356 13.8568
H 13.1920 -7.4682 16.5794
H 14.5687 -6.4319 16.0961
H 14.0049 -10.8169 15.5353
H 15.2055 -10.2618 14.3595
C 23.7748 -11.1896 14.3054
C 23.7944 -10.4166 12.9490
C 24.9840 -10.9244 12.0584
S 26.3201 -11.5140 13.2502
O 27.5767 -10.7312 13.2850
O 26.4423 -12.9575 13.1416
C 25.2928 -11.1781 14.7521
H 23.3675 -12.1740 14.0750
H 23.1849 -10.6607 15.0540
H 23.8870 -9.3434 13.1156
H 22.8037 -10.5451 12.5130
H 25.4633 -10.0611 11.5969
H 24.7548 -11.6247 11.2552
H 25.5978 -10.1777 15.0592
H 25.6357 -11.7528 15.6124

Record 3
155
Properties=species:S:1:pos:R:3 method="wB97M-V/def2-TZVPD" total_charge=+1 max_force_ev_per_a=10.43 e_tot_ev=-152370.7378 lumo_ha=-0.1772
C -0.1731 0.1287 9.3894
C 0.2562 1.5619 8.6400
C -0.6752 1.8978 7.3630
F -1.5014 3.1073 7.7387
C 0.0520 2.1437 5.9210
C 1.0966 1.0173 5.2963
C 2.4262 0.5598 6.1044
C 2.3195 -0.7690 7.0370
C 0.0340 -0.0957 4.6932
C -0.1491 -0.2127 3.0347
C -1.2170 -1.3431 2.4544
C -1.9984 -2.2339 3.5874
N -1.8961 -2.1268 5.0801
C -0.9195 -1.0972 5.5706
C 1.7629 2.0161 4.1548
C 2.7718 1.7728 2.9040
C 3.2243 0.2320 2.6124
C 3.3709 -0.0406 0.9701
S 4.1008 -1.7955 0.8388
O 5.4233 -1.8432 1.6993
O 3.0776 -2.7178 1.5760
O 4.3732 -2.2206 -0.7893
N 1.4420 3.3362 4.3299
C 0.4947 3.7023 5.4935
C -0.6673 4.5198 4.6099
C -1.7490 5.3364 5.5124
C -3.1787 4.4728 5.4212
C -4.0154 4.7493 4.0400
C -4.7873 3.3796 3.5376
C -5.9636 2.8654 4.5922
C -5.5102 1.3511 5.1028
C -6.6117 0.7950 6.1826
C -7.3031 -0.6573 5.7424
O -8.1126 -0.5736 4.5175
C -7.4329 -1.1607 3.3525
S 1.6391 4.6684 6.6041
C 3.0679 5.4651 5.6142
O 0.9552 5.8942 7.3275
O 2.3277 3.8605 7.7292
H 0.7285 -0.6318 9.4065
H -0.4870 0.2997 10.5220
H -1.0637 -0.4152 8.8607
H 0.0536 2.3897 9.4769
H 1.4089 1.5447 8.4846
H -1.4851 1.0242 7.2777
H -0.8726 2.0027 5.1710
H 3.3603 0.3829 5.3816
H 2.7747 1.4689 6.7957
H 2.8708 -1.6693 6.5191
H 2.8812 -0.5160 8.0596
H 1.2472 -1.1129 7.3382
H 0.4173 0.4478 2.2568
H -1.3810 -1.5036 1.2932
H -2.7697 -3.0420 3.1649
H -0.8385 -0.9897 6.7573
H 2.2466 2.2397 1.9389
H 3.7495 2.4058 3.0701
H 4.3399 0.1259 3.0252
H 2.6062 -0.5950 3.1621
H 2.3269 0.0668 0.4538
H 4.1785 0.7431 0.5799
H 3.4860 -2.0412 -1.2507
H 1.8739 3.9494 3.6044
H -1.1871 3.8210 3.8083
H -0.0521 5.3273 3.9905
H -1.5139 5.4218 6.6533
H -2.0017 6.4210 5.1028
H -2.8425 3.3286 5.4703
H -3.8011 4.6537 6.4107
H -3.2326 5.0914 3.2233
H -4.8319 5.5716 4.2770
H -5.3743 3.6692 2.5410
H -4.0492 2.5070 3.2258
H -7.0140 2.7301 4.0566
H -6.0802 3.6397 5.4675
H -4.4994 1.5232 5.7132
H -5.2880 0.6078 4.2232
H -7.4677 1.5804 6.4021
H -6.0984 0.5733 7.2373
H -6.5129 -1.5202 5.7590
H -8.0679 -0.9015 6.6259
H -8.2289 -1.8795 2.8313
H -7.1098 -0.3908 2.5279
H -6.5097 -1.8348 3.6021
H 2.6120 6.2907 4.8905
H 3.8798 5.9481 6.3300
H 3.6274 4.6948 4.9292
C 2.1888 0.0009 -3.4914
O 1.3684 0.3821 -2.4054
P 0.2793 1.6827 -2.7447
O 0.5120 2.2263 -1.3306
O -0.9917 0.6410 -2.6856
C -1.1509 -0.2645 -3.7551
O -0.8098 2.9834 -3.0839
C -0.2102 4.2629 -3.1212
H 3.2167 -0.1045 -3.1361
H 1.8468 -0.9607 -3.8800
H 2.1637 0.7467 -4.2910
H -0.7350 -1.2330 -3.4664
H -0.6520 0.0931 -4.6595
H -2.2163 -0.3913 -3.9614
H 0.6689 4.2506 -3.7656
H 0.0657 4.5900 -2.1159
H -0.9350 4.9765 -3.5296
C 2.7888 -2.2952 -9.2116
O 1.9684 -1.9141 -8.1256
P 0.8793 -0.6134 -8.4649
O 1.1120 -0.0698 -7.0508
O -0.3917 -1.6551 -8.4058
C -0.5509 -2.5606 -9.4753
O -0.2098 0.6873 -8.8041
C 0.3898 1.9668 -8.8414
H 3.8167 -2.4007 -8.8562
H 2.4468 -3.2568 -9.6002
H 2.7637 -1.5495 -10.0112
H -0.1350 -3.5291 -9.1866
H -0.0520 -2.2031 -10.3797
H -1.6163 -2.6875 -9.6816
H 1.2689 1.9545 -9.4858
H 0.6657 2.2939 -7.8361
H -0.3350 2.6803 -9.2498
C 7.2248 1.0964 -3.7248
O 6.9721 0.3049 -4.8682
P 7.8712 -1.1716 -4.9375
O 8.0206 -0.9917 -6.4524
O 6.4954 -2.0287 -4.6610
C 5.9456 -1.9900 -3.3629
O 8.7704 -2.6479 -5.0069
C 10.1277 -2.4977 -5.3718
H 7.3705 2.1327 -4.0393
H 6.3635 1.0459 -3.0553
H 8.1188 0.7568 -3.1944
H 5.1331 -1.2595 -3.3420
H 6.6984 -1.7213 -2.6174
H 5.5356 -2.9727 -3.1181
H 10.6006 -1.7271 -4.7628
H 10.2177 -2.2468 -6.4313
H 10.6435 -3.4489 -5.1973
C -6.4337 -7.3325 -7.6430
O -5.9056 -6.4285 -8.5925
P -4.2258 -6.0678 -8.3899
O -4.5038 -4.6166 -8.7974
O -3.8731 -6.9192 -9.7518
C -3.9604 -8.3254 -9.6901
O -2.5460 -5.7070 -8.1872
C -2.2556 -4.8152 -7.1296
H -7.3829 -6.9385 -7.2719
H -6.6129 -8.2960 -8.1250
H -5.7511 -7.4686 -6.7994
H -4.9202 -8.6411 -10.1065
H -3.8707 -8.6870 -8.6625
H -3.1600 -8.7608 -10.2929
H -2.7452 -5.1430 -6.2125
H -2.5717 -3.8003 -7.3819
H -1.1718 -4.8086 -6.9661